[1]
{
  "formula": "C2H3Cl2FN2",
  "method": "ωB97M-V/def2-TZVPD",
  "lumo_ev": 0.5,
  "energy_ev": -32862.7901,
  "homo_energy_ev": -9.76,
  "symbols": ["H", "H", "Cl", "F", "Cl", "H", "N", "N", "C", "C"],
  "positions_angstrom": [[2.6253, 0.2156, 0.6502], [-0.3492, -0.9086, -1.8015], [-1.4988, 1.8007, -0.1947], [-0.7812, -0.1554, 1.3366], [-2.7052, -0.6360, -0.0753], [0.9962, -0.0410, 1.2078], [1.2029, -0.2720, -0.8422], [1.6363, 0.3487, 0.4307], [-0.0388, -0.5063, -0.8498], [-1.0876, 0.1543, 0.1381]],
  "forces_ev_per_angstrom": [[-0.5502, -0.2889, -0.6629], [-0.8180, -0.1481, 0.1019], [1.0455, 1.1530, 0.2186], [0.8684, 0.2149, 3.8908], [-0.1538, -0.8195, -0.4476], [2.2460, 1.0474, -1.5680], [1.4256, 0.3688, 3.4982], [-1.9398, -1.2092, -0.0488], [-0.7076, 1.8933, -0.8438], [-1.4162, -2.2116, -4.1384]]
}

[2]
{
  "formula": "C22H40FN2O12P3",
  "method": "ωB97M-V/def2-TZVPD",
  "lumo_ev": 3.1,
  "charge": -2,
  "energy_ev": -81596.8010,
  "homo_energy_ev": -0.09,
  "symbols": ["C", "C", "O", "H", "H", "C", "C", "H", "H", "C", "H", "C", "H", "H", "C", "H", "H", "N", "H", "C", "C", "C", "O", "H", "H", "H", "O", "F", "C", "P", "H", "C", "H", "P", "O", "C", "C", "H", "H", "N", "C", "C", "H", "H", "H", "H", "H", "H", "H", "H", "C", "O", "H", "H", "O", "C", "H", "H", "H", "H", "H", "P", "H", "C", "H", "C", "H", "O", "H", "C", "O", "O", "O", "H", "O", "H", "H", "H", "C", "O"],
  "positions_angstrom": [[5.0209, 0.2782, 0.7852], [0.7585, -2.5439, -1.0609], [0.5756, -1.2270, -0.5923], [-2.3174, -0.0211, 0.2443], [-2.7751, -0.4350, -3.3591], [-6.9871, -1.6755, 3.1605], [1.5455, 1.2737, -1.8056], [-0.6264, -4.1398, 0.2603], [0.8571, 3.6857, 0.8097], [-5.0178, -2.4383, 1.7246], [6.5260, 0.5359, -1.7533], [0.4586, -3.8801, 2.1436], [-2.9616, 0.1033, 2.6628], [0.3488, 3.6399, -3.1993], [-1.5498, 1.5014, -2.5821], [-1.3468, -0.9662, -1.2925], [1.3418, -3.2681, 2.3356], [0.2311, 4.3418, -2.4765], [-1.2497, -2.8824, 2.0403], [-2.4415, 0.9057, 2.1551], [-0.5496, 1.2459, 0.5915], [0.3904, -4.1742, 0.6402], [-1.5282, 4.3115, -0.6114], [4.7721, -0.4365, 0.0025], [-4.5533, -4.5010, 2.0360], [-1.7398, 1.3662, 2.8487], [4.6975, 1.2298, -2.3566], [-1.0737, -0.8819, 1.5501], [-7.1818, -2.9182, 3.7613], [4.1328, 1.9109, -1.0199], [-1.6044, 2.5073, -2.9888], [-6.1604, -4.0069, 3.3405], [0.7407, -5.1967, 0.5137], [-0.2507, 1.3348, -1.2460], [5.1282, 1.6055, 0.2192], [-3.8518, 1.7974, -1.2851], [2.5205, 1.1692, -0.6197], [0.6003, -4.8292, 2.6595], [-0.0901, -0.8059, -2.4849], [-3.4546, 0.0209, -2.7502], [-5.1950, -3.6726, 2.3272], [-5.9715, -1.3261, 2.2205], [-0.1789, -2.9298, -1.4661], [-1.2223, 0.8651, -3.3940], [0.3431, 1.0075, 1.1631], [1.4750, -2.5070, -1.8946], [6.1519, -1.1756, 1.7701], [4.2010, 0.2728, 1.4943], [6.1897, 3.4088, -2.5590], [-7.6561, -0.8561, 3.4122], [6.1354, 1.2175, -2.5063], [3.9842, 3.3429, -1.1041], [-4.8412, 1.8237, -1.7196], [1.8325, 2.1499, -2.3819], [1.3088, -3.3387, -0.0861], [-0.3488, -0.5547, -1.4481], [-3.5491, 2.8253, -1.1115], [2.1953, 1.7007, 0.2659], [2.6266, 0.1284, -0.3411], [-3.9686, 1.2719, -0.3436], [7.1343, 2.6883, -1.2876], [-0.1229, 3.6488, -1.1059], [-3.1539, 1.6003, 1.7300], [-2.9728, 1.0572, -2.2372], [7.7179, 2.6187, -2.9263], [6.8207, 2.5638, -2.3144], [7.1278, -0.1903, 0.7321], [-0.6972, -3.3185, 2.7067], [1.7229, 0.4033, -2.4241], [-1.6309, 0.2675, 1.0320], [-8.0711, -3.2229, 4.5833], [-5.8710, -0.1539, 1.8146], [-4.1707, -2.1457, 0.8383], [6.5447, 0.4414, 2.3008], [1.0062, 4.1316, -0.0407], [-0.8581, 2.2308, 0.9294], [6.3931, 0.8063, -3.4731], [-1.9023, 4.6720, -1.4330], [6.3019, -0.1553, 1.4303], [-6.1657, -5.1346, 3.8469]],
  "forces_ev_per_angstrom": [[0.1522, 0.0515, -0.3191], [0.5370, 0.1962, -0.3668], [-0.2285, 0.2611, -0.1956], [-0.0488, -0.2488, -0.1268], [-0.0582, -0.1232, 0.0082], [0.0908, 0.5927, -0.3248], [0.3340, 0.5733, 0.3022], [-0.1816, 0.3550, -0.0843], [0.1578, 0.3303, -0.0578], [-0.0398, 0.4598, -0.0978], [0.0853, -0.2377, -0.0056], [-0.6051, -0.1945, -0.1504], [-0.4162, -0.0053, 0.0158], [0.1652, 0.2035, -0.1365], [-0.5498, 0.4363, 0.3013], [-0.1708, 0.0071, 0.1088], [0.1243, 0.1867, -0.0770], [-0.3557, -0.2985, -0.0261], [0.0955, 0.0313, 0.2142], [0.4576, -0.7216, -0.2839], [-0.4343, -0.0969, -0.4163], [0.8014, -0.1431, 0.6969], [0.0436, -0.1361, 0.3483], [-0.0697, -0.1019, -0.1663], [0.0966, 0.0770, -0.0429], [-0.1139, 0.3093, 0.1729], [0.3917, -0.4407, 0.3947], [0.5198, -0.2791, -0.0972], [0.0076, -0.5363, 0.1883], [-0.9415, 0.3307, 0.9666], [0.1890, 0.2960, 0.1983], [0.7702, -0.0267, -0.6294], [0.0775, -0.1450, -0.2684], [0.6759, -1.1637, 0.3991], [-0.1976, -1.0717, -0.4390], [-0.0821, 0.6815, -0.1492], [0.6742, -0.7110, -0.5129], [0.1213, -0.1348, 0.1251], [0.0183, 0.2033, -0.2227], [-0.4492, -0.9244, -0.8331], [-0.0690, -0.5227, 0.1793], [-0.8247, -0.0009, 0.7026], [-0.2850, -0.1641, 0.2424], [0.2665, -0.2096, -0.1399], [0.3729, -0.2056, -0.2627], [0.1005, 0.0139, -0.0572], [-0.0087, -0.2158, 0.1700], [-0.1396, 0.0216, 0.2143], [-0.2428, 0.0341, -0.1614], [-0.0459, -0.0730, 0.1259], [0.3287, 0.0870, 0.4134], [0.1964, 1.7411, -0.5482], [-0.3065, -0.0851, -0.0654], [-0.3627, 0.2700, -0.0804], [-0.4719, -0.2744, -0.0773], [0.0343, -0.5158, 0.0223], [0.2412, 0.0571, 0.1675], [0.0504, 0.3322, 0.1001], [-0.1710, -0.2373, 0.1197], [0.0530, -0.1887, 0.2092], [-0.0497, 0.1002, 0.3239], [0.8519, 0.9641, -1.6449], [-0.1516, 0.2767, 0.2099], [0.6554, 0.0418, 0.4848], [0.0893, -0.0870, -0.1536], [0.1327, 0.0860, -0.0474], [0.2225, 0.2532, -0.1775], [-0.1229, 0.0492, -0.0431], [-0.2652, -0.1821, -0.1907], [-1.0252, 0.6531, 0.8443], [0.0549, 0.1589, -0.1033], [0.5659, 0.1402, -0.4505], [0.3103, 0.0063, 0.0526], [0.1740, 0.2465, 0.0440], [-0.7164, -0.4031, 0.7397], [-0.1523, 0.2407, -0.0681], [-0.4945, -0.0996, -0.3092], [0.0969, 0.1212, 0.2704], [-0.1276, -0.2701, 0.2419], [-0.4084, -0.0017, 0.2914]]
}

[3]
{
  "formula": "C4H13N2",
  "method": "ωB97M-V/def2-TZVPD",
  "lumo_ev": -8.4,
  "charge": 1,
  "energy_ev": -7326.0682,
  "homo_energy_ev": -15.64,
  "symbols": ["H", "H", "H", "C", "H", "H", "H", "C", "H", "C", "H", "H", "H", "C", "H", "H", "N", "H", "N"],
  "positions_angstrom": [[2.2454, -0.5118, -0.5401], [1.0644, -2.3737, 0.4182], [-4.5689, 0.9630, 0.3167], [1.3862, 1.2157, 0.4316], [-1.9397, -0.0820, -0.8613], [2.2892, 1.8427, 0.3481], [-4.7250, 0.5164, 0.9347], [1.7687, -0.2897, 0.4430], [0.6678, 1.6256, 1.1690], [0.6782, -1.3474, 0.5571], [0.0397, -1.2320, 1.4427], [0.2102, -0.9050, -1.5238], [-0.3329, 0.7184, -0.6633], [-0.3609, -1.1630, -0.5989], [0.4526, 2.2932, -1.1815], [2.6464, -0.4784, 1.0951], [-1.1710, -0.0508, -0.1676], [-0.9686, -2.0665, -0.7887], [0.6181, 1.3253, -0.8312]],
  "forces_ev_per_angstrom": [[-0.2886, 0.5933, 0.3516], [0.1389, 0.5498, 0.5813], [-0.2478, -0.6691, 0.9349], [-0.9060, -0.9708, -1.7147], [-0.2822, 0.6650, 0.3912], [-0.4914, 0.1306, 0.1212], [0.2598, 0.6672, -0.9451], [1.5992, -0.5256, -0.0525], [0.7149, -0.4059, 0.4995], [-0.9039, -0.0613, -0.7248], [0.6666, -0.4415, 0.1709], [-0.3455, -0.1707, -0.0579], [0.2505, 1.2265, -0.3867], [0.9280, -0.2493, 1.7804], [-0.1062, -0.5115, 0.6229], [-0.8772, 0.1810, 0.2958], [-0.7410, -1.1816, -1.3458], [-0.0553, 0.4741, -0.2120], [0.6871, 0.6999, -0.3101]]
}

[4]
{
  "formula": "C16H26BaN2OSi",
  "method": "ωB97M-V/def2-TZVPD",
  "lumo_ev": [-0.4, -0.4],
  "energy_ev": -30614.6111,
  "homo_energy_ev": [-6.13, -6.13],
  "symbols": ["C", "H", "C", "H", "H", "H", "H", "H", "C", "Ba", "H", "C", "H", "H", "C", "N", "H", "C", "C", "C", "H", "H", "C", "H", "Si", "H", "H", "H", "H", "C", "N", "H", "H", "C", "C", "C", "H", "H", "H", "H", "C", "O", "H", "C", "H", "H", "C"],
  "positions_angstrom": [[3.4528, 1.6514, -3.5241], [2.4170, -0.3932, 3.4400], [1.3810, 1.9205, -2.3403], [3.9196, -4.5662, -1.9505], [1.5055, -0.9171, 4.8499], [-5.2364, 2.3919, -0.4312], [0.3134, -3.3235, 0.0628], [-0.0110, 1.7518, 4.8120], [1.1554, -3.1254, -0.6092], [-1.2344, -0.0875, -0.6410], [4.2050, -0.3875, -3.4688], [2.2960, -1.5786, -1.9105], [-5.3373, -0.6617, -0.9447], [2.3973, 3.5346, -3.3417], [-1.4506, 2.6212, -0.5579], [1.2164, -1.8965, -1.1526], [-0.5387, 3.0468, -0.1167], [-1.5630, -0.9161, 3.8560], [1.4988, -0.9114, 3.7501], [3.2771, -2.5344, -2.2226], [-0.8812, 2.2929, 3.3706], [-2.2713, 2.6526, 0.1736], [2.3576, -0.1768, -2.3717], [-4.2567, 0.0281, 0.2942], [-0.0588, -0.0627, 3.0670], [-4.3126, 1.6633, -1.7558], [-2.4995, -0.4226, 3.5599], [1.9826, -5.1067, -0.4142], [-1.5096, -0.8848, 4.9531], [-5.1895, 1.5300, -1.1015], [1.3189, 0.6216, -2.0192], [1.5901, -1.9580, 3.4325], [4.0911, -2.2493, -2.8771], [2.4127, 2.4782, -3.0946], [3.4305, 0.3007, -3.1566], [2.1040, -4.1245, -0.8575], [-6.0867, 1.5305, -1.7332], [-6.0064, 0.2469, 0.4309], [4.2842, 2.0298, -4.1212], [-1.7203, 3.1605, -1.4826], [-0.0117, 1.7190, 3.7150], [-0.2363, -0.0920, 1.4730], [-1.6392, -1.9707, 3.5602], [3.1794, -3.8203, -1.6943], [0.8889, 2.2468, 3.3741], [0.5500, 2.5368, -1.9867], [-5.1742, 0.2110, -0.2966]],
  "forces_ev_per_angstrom": [[-0.2181, -0.3791, 0.2552], [-0.2034, -0.0618, -0.0448], [-0.0484, -0.0880, -0.1969], [0.0054, -0.0140, 0.0697], [-0.1224, 0.0614, -0.1889], [0.0634, -0.0972, -0.1236], [0.2259, 0.1112, -0.2931], [0.0116, -0.0337, -0.1010], [0.3495, 0.2453, -0.4264], [0.7022, 0.1099, 0.2573], [0.0493, 0.2587, 0.0135], [-0.6991, -1.0986, 0.5116], [0.0536, 0.2033, 0.1398], [-0.0093, -0.1412, 0.0720], [0.0771, -0.4921, -0.5468], [0.5739, -0.6047, 0.1195], [-0.2420, 0.0758, 0.0334], [0.0505, 0.0150, 0.2013], [0.1031, -0.0550, -0.0176], [-0.3866, 0.2563, 0.2731], [0.1256, -0.1172, -0.0124], [0.0303, 0.3528, -0.0586], [-0.0868, 1.1325, -0.7361], [-0.3009, 0.2831, -0.2294], [-0.2235, 0.2742, 0.3505], [-0.2555, -0.0902, 0.2660], [0.1899, -0.0314, 0.0208], [0.0742, 0.1239, -0.0321], [-0.0459, -0.0340, -0.1535], [0.1460, -0.3977, -0.0031], [0.8046, 0.0633, -0.1513], [-0.0597, 0.1324, -0.0375], [0.0118, -0.2432, 0.1449], [0.3906, -0.3460, -0.0655], [-0.8021, 0.2289, 0.4727], [-0.0111, 0.4523, -0.1226], [0.2055, 0.1348, 0.1092], [0.4088, -0.2122, -0.2841], [-0.3109, -0.0251, 0.1502], [-0.0631, 0.1397, 0.3934], [0.0107, -0.0515, 0.0713], [0.0459, -0.3650, -0.1659], [0.0619, 0.1286, 0.0172], [-0.4859, 0.3781, 0.0050], [-0.1475, -0.1123, -0.0051], [0.1849, -0.2483, -0.1045], [-0.2337, 0.1784, 0.1536]]
}

[5]
{
  "formula": "C6H10N2",
  "method": "ωB97M-V/def2-TZVPD",
  "multiplicity": 3,
  "lumo_ev": [0.9, -2.0],
  "energy_ev": -9356.7607,
  "homo_energy_ev": [-4.90, -9.80],
  "symbols": ["C", "C", "H", "H", "H", "C", "C", "H", "H", "H", "N", "H", "H", "H", "C", "C", "N", "H"],
  "positions_angstrom": [[0.3251, -1.7316, 1.0603], [0.3995, -0.3304, 0.4601], [-2.0128, 0.2874, -0.6909], [-2.1836, 2.3203, -1.9849], [0.5047, -2.3914, 0.2035], [1.6607, 0.0680, -0.2182], [-1.2842, 0.7144, -1.4568], [0.5298, 0.8458, 2.2282], [-1.0455, 0.7568, 1.5325], [0.0022, -1.1689, -1.6941], [1.3187, 0.2819, -1.4137], [1.2003, -1.8280, 1.6453], [-0.6365, -2.1173, 1.4869], [0.0709, 1.8067, 0.8071], [-0.0007, 0.8472, 1.2686], [-0.0751, -0.1612, -1.3085], [-1.3802, 1.7917, -2.0751], [2.6066, 0.0088, 0.1497]],
  "forces_ev_per_angstrom": [[-1.1454, -0.2571, -2.1985], [0.3499, 1.0676, -2.8077], [0.0168, 0.5989, -1.0866], [-2.2481, 0.9091, 0.5330], [0.0832, -0.1617, 0.1653], [3.0036, -1.2345, 5.2530], [-0.2585, -1.4146, 1.7636], [0.2361, 0.0139, -0.2673], [-0.6885, -0.0121, 0.4021], [-1.4734, -0.4294, -0.1674], [-4.3934, 1.0694, -4.1087], [0.5901, -0.2914, 1.2532], [0.8383, 0.9011, 0.1065], [0.5383, 0.4567, -0.5765], [-1.7516, -0.3889, 1.3258], [0.9749, 0.1984, 0.3798], [2.7289, -0.8379, -1.0035], [2.5988, -0.1874, 1.0340]]
}